# C10H13NO

One molecule with the formula C10H13NO at a distorted geometry (ωB97M-V/def2-TZVPD, the OMol25 dataset).

XYZ file:
```
25
Properties=species:S:1:pos:R:3:forces:R:3:mulliken_charge:R:1
N 0.66395 1.95830 -2.90716 -0.113 4.655 0.485 -0.653
C 0.31631 1.14754 -1.78757 -1.410 -1.949 1.131 -0.089
C 0.92017 -0.20993 -2.01888 -4.271 -1.803 -0.568 -1.190
C 0.17419 -1.26474 -1.08822 1.543 -2.055 -1.799 -0.728
C -0.08835 -0.76594 0.37535 -1.387 -7.275 -3.067 1.092
C -0.62842 -1.86610 1.22090 0.372 3.671 1.549 -1.049
C -0.99103 -1.52959 2.51700 0.873 3.405 -0.686 0.526
O -1.17165 -2.28628 3.63964 -0.398 1.432 -0.571 -0.490
C -1.02563 -0.06286 2.76172 1.545 -1.285 0.894 -0.731
C -0.40282 0.87937 1.98926 -1.116 -3.018 -2.057 -1.103
C 0.01452 0.48292 0.66190 0.738 4.697 2.149 0.649
C 0.54932 1.55599 -0.28715 -1.562 -0.106 -1.110 -0.846
H 1.67847 2.34132 -3.00619 -2.134 -1.260 0.805 0.274
H 0.08258 2.82694 -2.62322 1.458 -1.044 -1.527 0.349
H -0.82677 1.04896 -1.73993 1.269 0.047 -0.855 0.358
H 0.93241 -0.55782 -3.10803 -0.439 0.627 1.431 0.315
H 1.88479 -0.13915 -1.74807 3.710 -0.025 1.137 0.486
H 0.96172 -2.21183 -1.18183 -2.238 1.997 0.872 0.303
H -0.81666 -1.66459 -1.61862 1.987 1.041 1.267 0.297
H -0.75958 -2.81575 0.84041 0.201 -1.937 -0.857 0.434
H -1.26446 -3.17328 3.36591 -0.147 -1.836 -0.286 0.296
H -1.25058 0.27684 3.75212 -0.585 -0.208 0.542 0.369
H -0.44239 1.88048 2.23975 0.145 1.911 0.698 0.486
H 1.59483 1.69834 -0.13604 0.834 0.638 0.409 0.284
H -0.10494 2.45087 -0.11304 1.126 -0.317 0.011 0.359
```
Positions in Å, forces in eV/Å.

Calculated values
Charge: 0
E, Eh: -518.76167
E_HOMO, eV: -8.6
F_max, Eh/bohr: 0.1559
HOMO-LUMO gap, eV: 9.4
SMILES: N[C@H]1CCc2cc(O)ccc2C1